Below is 6 unconnected molecules or ions with the total composition C39H54B2FNO16S2 at a distorted geometry, with properties calculated with the ωB97M-V functional and the def2-TZVPD basis.

Last column: Löwdin charge in e.
Geometry (Å):
C -1.67 -2.73 0.22  0.00
B -1.37 -2.39 1.76  -0.43
O -2.27 -1.55 2.43  0.09
B 0.01 -3.04 2.45  -0.13
C 1.40 -2.30 2.64  -0.11
C 1.40 -0.77 2.28  -0.25
C 1.58 -0.68 0.74  -0.46
S 1.39 1.02 0.11  0.86
C -0.36 1.33 -0.25  -1.04
S -0.75 1.56 -1.81  0.71
N -1.34 1.34 0.77  -0.05
C -2.69 1.65 0.31  -0.29
C -3.18 2.93 0.03  -0.02
C -4.52 3.07 -0.40  -0.06
C -5.37 1.97 -0.52  -0.08
C -4.86 0.72 -0.20  -0.07
C -3.55 0.57 0.19  -0.03
C -0.98 2.12 1.94  -0.25
C -1.60 1.76 3.14  -0.03
C -1.35 2.43 4.32  -0.06
C -0.45 3.49 4.34  -0.07
C 0.13 3.87 3.14  -0.07
C -0.12 3.21 1.95  -0.05
C -0.05 -4.57 2.94  -0.30
C -1.38 -4.77 3.70  -0.03
F 1.06 -4.88 3.76  -0.06
H -1.29 -1.91 -0.42  0.07
H -1.11 -3.64 -0.05  0.06
H -2.74 -2.83 0.00  0.07
H -1.71 -0.93 2.91  0.07
H 2.08 -2.78 1.91  0.11
H 1.85 -2.50 3.63  0.11
H 2.27 -0.33 2.79  0.11
H 0.51 -0.23 2.62  0.09
H 2.63 -0.94 0.55  0.08
H 0.96 -1.42 0.21  0.08
H -2.54 3.80 0.14  0.10
H -4.96 4.04 -0.63  0.10
H -6.40 2.05 -0.85  0.10
H -5.49 -0.17 -0.26  0.10
H -3.18 -0.42 0.43  0.10
H -2.31 0.93 3.14  0.11
H -1.86 2.10 5.23  0.11
H -0.22 4.01 5.27  0.08
H 0.83 4.71 3.17  0.10
H 0.37 3.52 1.03  0.10
H 0.04 -5.19 2.03  0.14
H -1.53 -3.91 4.37  0.09
H -2.20 -4.91 2.99  0.10
H -1.28 -5.68 4.30  0.09
C 0.86 5.41 -2.78  -0.01
C -0.56 5.93 -2.86  -0.32
C -0.70 7.42 -2.61  -0.10
O -2.03 7.51 -2.09  0.07
C -2.30 6.32 -1.49  -0.56
O -3.22 6.10 -0.77  0.16
O -1.38 5.40 -1.81  0.07
H 1.59 6.19 -3.01  0.08
H 1.08 5.00 -1.79  0.09
H 1.01 4.61 -3.50  0.08
H -1.01 5.65 -3.81  0.16
H -0.60 8.00 -3.53  0.14
H 0.00 7.80 -1.87  0.14
C -9.78 1.47 -5.25  -0.02
C -8.80 1.52 -4.09  -0.33
C -7.35 1.60 -4.51  -0.10
O -6.67 0.98 -3.42  0.05
C -7.55 0.10 -2.86  -0.55
O -7.26 -0.72 -2.06  0.16
O -8.81 0.30 -3.34  0.08
H -9.38 1.94 -6.14  0.08
H -10.07 0.44 -5.48  0.09
H -10.70 2.00 -4.99  0.08
H -9.05 2.34 -3.41  0.16
H -7.01 2.63 -4.64  0.14
H -7.13 1.04 -5.42  0.14
C 3.12 -5.93 0.33  0.00
C 2.81 -5.73 -1.14  -0.31
C 3.83 -4.89 -1.88  -0.10
O 3.04 -4.30 -2.92  0.06
C 1.76 -4.23 -2.47  -0.56
O 0.89 -3.62 -3.00  0.16
O 1.61 -4.96 -1.33  0.07
H 4.18 -5.85 0.54  0.09
H 2.58 -5.21 0.95  0.07
H 2.80 -6.92 0.64  0.09
H 2.67 -6.69 -1.64  0.16
H 4.64 -5.49 -2.29  0.11
H 4.25 -4.09 -1.27  0.14
C 3.92 7.10 4.47  -0.01
C 3.30 6.84 5.83  -0.32
C 3.95 5.72 6.60  -0.10
O 2.88 5.25 7.42  0.07
C 1.72 5.54 6.77  -0.55
O 0.66 5.11 7.06  0.16
O 1.95 6.37 5.72  0.08
H 4.96 6.78 4.43  0.09
H 3.36 6.59 3.68  0.09
H 3.90 8.16 4.24  0.08
H 3.29 7.76 6.42  0.16
H 4.78 6.06 7.22  0.14
H 4.29 4.90 5.97  0.14
C 6.71 -8.95 -5.64  -0.01
C 6.98 -7.74 -4.76  -0.32
C 8.35 -7.73 -4.11  -0.10
O 8.11 -6.98 -2.92  0.07
C 6.81 -7.15 -2.59  -0.56
O 6.32 -6.83 -1.55  0.15
O 6.12 -7.73 -3.61  0.08
H 7.64 -9.37 -6.04  0.09
H 6.17 -9.72 -5.10  0.09
H 6.10 -8.66 -6.50  0.08
H 6.81 -6.82 -5.32  0.16
H 9.10 -7.25 -4.73  0.14
H 8.70 -8.73 -3.84  0.14

Summary:
Orbital gap: 7.8 eV
ΔE to the lowest compared entry with this formula, charge and spin: 15.22 kcal/mol
E: -101310.8736 eV
Net charge: 0